# 1
Molecular formula: C33H35NNiOP
Method: DFT, wB97M-V/def2-TZVPD

```
72
Properties=species:S:1:pos:R:3:lowdin_spin:R:1
Ni -0.011 1.229 -0.326 1.332
C 1.108 5.120 -1.617 0.002
C 0.437 4.272 -0.582 0.023
C 1.124 3.841 0.547 0.038
C 0.521 3.026 1.509 0.007
C 1.267 2.636 2.750 -0.001
C -0.817 2.645 1.322 0.000
C -1.543 3.080 0.198 0.002
C -3.003 2.752 0.058 -0.001
C -0.893 3.875 -0.748 0.028
H 0.722 6.140 -1.586 0.001
H 0.923 4.721 -2.614 0.000
H 2.184 5.160 -1.458 0.000
H 2.161 4.126 0.678 0.001
H 1.336 3.494 3.422 0.000
H 2.285 2.321 2.518 0.000
H 0.769 1.827 3.282 0.000
H -1.315 2.060 2.088 0.001
H -3.605 3.578 0.440 -0.001
H -3.263 1.859 0.624 0.000
H -3.275 2.598 -0.985 0.000
H -1.436 4.193 -1.631 0.001
O 1.380 1.769 -2.526 0.137
C 1.587 1.258 -1.449 0.194
C 2.763 0.368 -1.233 0.047
C 3.939 0.481 -1.968 0.007
C 4.981 -0.390 -1.706 0.002
C 4.842 -1.386 -0.743 0.001
C 3.668 -1.516 -0.020 0.001
C 2.634 -0.612 -0.240 0.002
P 1.006 -0.697 0.539 0.072
C 0.403 -2.317 -0.027 0.009
C 0.295 -2.504 -1.406 0.006
C -0.113 -3.726 -1.912 -0.001
C -0.437 -4.765 -1.048 0.008
C -0.339 -4.579 0.322 -0.001
C 0.087 -3.362 0.835 0.008
C 1.214 -0.823 2.332 0.013
C 2.444 -0.737 2.977 0.007
C 2.502 -0.734 4.363 0.000
C 1.339 -0.822 5.112 0.005
C 0.107 -0.905 4.474 -0.001
C 0.045 -0.894 3.093 0.007
H 4.017 1.236 -2.738 0.001
H 5.904 -0.309 -2.263 0.000
H 5.656 -2.076 -0.564 0.000
H 3.562 -2.320 0.697 0.000
H 0.553 -1.701 -2.087 0.000
H -0.168 -3.874 -2.983 0.000
H -0.753 -5.720 -1.445 0.000
H -0.579 -5.389 0.998 0.000
H 0.182 -3.238 1.905 0.000
H 3.358 -0.649 2.406 0.000
H 3.461 -0.661 4.857 0.000
H 1.388 -0.822 6.192 0.000
H -0.802 -0.969 5.056 0.000
H -0.920 -0.939 2.598 0.001
C -3.621 -2.358 -0.925 0.000
C -3.517 -1.238 -1.973 0.000
C -4.779 -0.364 -1.985 0.000
C -3.246 -1.821 -3.367 0.000
C -2.384 -0.400 -1.602 0.007
N -1.490 0.256 -1.315 0.033
H -4.506 -2.958 -1.139 0.000
H -3.723 -1.949 0.080 0.000
H -2.745 -3.005 -0.956 0.000
H -5.627 -0.980 -2.284 0.000
H -4.685 0.457 -2.695 0.000
H -4.987 0.046 -0.997 0.000
H -4.086 -2.454 -3.651 0.000
H -2.342 -2.429 -3.365 0.000
H -3.142 -1.033 -4.112 0.000
```

Properties
Multiplicity: 3
Net charge: +1
LUMO (spin up / spin down), eV: -2.188 / -3.030
Gap between HOMO and LUMO (spin up / spin down), eV: 7.59 / 8.01

---

# 2
Molecular formula: C33H36B2Br3Cl2F2O9
Method: DFT, wB97M-V/def2-TZVPD

```
87
Properties=species:S:1:pos:R:3:lowdin_charge:R:1
C 3.355 5.068 4.399 -0.114
C 3.595 4.642 2.911 -0.247
C 2.941 3.260 2.717 -0.191
C 3.168 2.668 1.306 -0.177
O 1.994 2.722 0.478 -0.049
C 1.808 1.577 -0.250 -0.177
C 2.394 1.419 -1.511 -0.070
C 3.216 2.598 -2.043 -0.167
C 4.757 2.390 -2.016 -0.647
C 5.395 2.396 -3.434 -0.164
Br 5.596 3.941 -1.096 0.700
C 2.179 0.248 -2.230 -0.180
C 2.799 0.168 -3.609 -0.593
Br 4.135 -1.274 -3.716 0.809
C 1.771 0.087 -4.785 -0.245
C 0.438 0.754 -4.416 -0.078
C 1.393 -0.777 -1.679 0.013
B 1.074 -2.168 -2.430 -0.464
O 0.265 -2.190 -3.542 0.134
C 1.620 -3.587 -1.937 -0.146
C 2.690 -4.240 -2.879 -0.143
C 0.813 -0.611 -0.432 -0.021
C 1.018 0.578 0.263 0.011
C 0.320 0.743 1.604 -0.209
O 0.831 1.249 2.580 0.139
C -1.081 0.173 1.628 -0.065
C -2.124 0.792 2.260 -0.009
C -3.373 0.223 2.191 -0.343
C -4.567 0.905 2.841 -0.624
Cl -4.090 1.869 4.286 0.668
C -5.341 1.792 1.757 -0.672
C -5.611 3.238 2.220 -0.194
Cl -4.444 1.945 0.187 0.638
C -3.591 -0.967 1.523 -0.479
Br -5.354 -1.716 1.451 0.934
C -2.536 -1.612 0.879 -0.162
C -2.756 -2.901 0.124 -0.117
C -2.667 -2.661 -1.398 -0.213
O -2.789 -3.574 -2.186 0.053
C -1.295 -1.013 0.945 -0.029
C -0.084 -1.615 0.247 -0.220
O 0.112 -2.811 0.302 0.143
H 3.139 4.163 4.984 0.064
H 2.453 5.684 4.493 0.067
H 4.228 5.550 4.847 0.061
H 4.680 4.643 2.768 0.101
H 3.077 5.361 2.266 0.108
H 1.879 3.348 2.954 0.109
H 3.422 2.559 3.411 0.116
H 3.999 3.232 0.866 0.035
H 3.530 1.635 1.396 0.137
H 2.895 3.498 -1.516 0.102
H 2.918 2.747 -3.090 0.107
H 5.036 1.465 -1.505 0.100
H 6.391 2.837 -3.429 0.047
H 4.767 3.073 -4.035 0.081
H 5.337 1.417 -3.921 0.040
H 3.363 1.071 -3.815 0.033
H 1.646 -0.940 -5.132 0.085
H 2.194 0.632 -5.642 0.109
H -0.138 0.173 -3.694 0.067
H 0.621 1.741 -3.967 0.082
H -0.194 0.914 -5.296 0.081
H 0.476 -3.014 -4.005 0.115
H 1.952 -3.574 -0.898 0.091
H 0.738 -4.249 -1.959 0.112
H 3.686 -4.147 -2.445 0.057
H 2.638 -3.821 -3.892 0.034
H 2.426 -5.298 -2.999 0.069
H -1.979 1.737 2.775 0.110
H -5.311 0.190 3.189 0.055
H -6.282 1.300 1.509 0.083
H -4.670 3.755 2.414 0.057
H -6.061 3.749 1.360 0.064
H -6.281 3.207 3.082 0.072
H -2.039 -3.677 0.388 0.116
H -3.741 -3.337 0.288 0.062
H -2.512 -1.628 -1.798 0.136
B -5.555 -5.181 4.017 -1.062
O -4.221 -4.874 3.422 0.205
C -4.155 -5.440 2.233 -0.415
O -3.209 -5.378 1.489 0.110
C -5.462 -6.169 1.961 -0.418
O -5.729 -6.786 0.964 0.125
O -6.261 -6.010 3.000 0.210
F -6.261 -3.996 4.251 0.115
F -5.402 -5.894 5.205 0.134
```

Properties
Multiplicity: 1
Net charge: -1
LUMO, eV: 0.977
Gap between HOMO and LUMO, eV: 7.72

---

# 3
Molecular formula: C33H36Cl5NOP2S4Ta
Method: DFT, wB97M-V/def2-TZVPD

```
83
Properties=species:S:1:pos:R:3:lowdin_charge:R:1
Ta 0.433 -0.371 0.138 1.155
C -0.763 -0.889 4.722 -0.112
C -0.632 0.403 3.914 -0.503
C -0.697 1.631 4.826 -0.080
P 0.824 0.394 2.748 1.064
C 2.363 -0.106 3.645 -0.525
C 2.438 -1.627 3.843 -0.135
C 2.639 0.577 4.992 -0.094
C 0.989 2.155 2.273 -0.310
C 1.959 3.054 2.705 -0.051
C 1.961 4.365 2.247 -0.047
C 1.000 4.796 1.346 -0.051
C 0.067 3.896 0.857 -0.070
C 0.076 2.590 1.315 -0.395
N -0.829 1.598 0.751 -0.498
C -2.190 1.634 1.253 -0.314
C -2.650 2.711 1.998 -0.012
C -3.972 2.749 2.417 -0.041
C -4.842 1.727 2.081 -0.051
C -4.371 0.644 1.355 -0.072
C -3.041 0.569 0.953 -0.334
P -2.361 -0.898 0.107 1.012
C -3.182 -2.260 1.076 -0.534
C -2.663 -2.286 2.515 -0.118
C -3.131 -3.639 0.418 -0.103
C -3.319 -1.006 -1.502 -0.511
C -3.775 0.311 -2.132 -0.113
C -2.608 -1.859 -2.550 -0.100
H -1.759 -0.933 5.165 0.093
H -0.629 -1.787 4.114 0.053
H -0.045 -0.919 5.539 0.073
H -1.490 0.449 3.237 0.067
H 0.133 1.651 5.531 0.072
H -0.689 2.564 4.265 0.067
H -1.622 1.594 5.405 0.092
H 3.143 0.175 2.929 0.091
H 1.792 -1.951 4.655 0.067
H 2.178 -2.184 2.946 0.001
H 3.461 -1.896 4.113 0.095
H 2.006 0.161 5.774 0.073
H 3.673 0.376 5.278 0.094
H 2.494 1.652 4.992 0.055
H 2.739 2.739 3.380 0.097
H 2.727 5.048 2.589 0.118
H 1.004 5.818 0.990 0.120
H -0.646 4.193 0.096 0.126
H -1.989 3.527 2.255 0.113
H -4.319 3.594 2.997 0.118
H -5.879 1.766 2.387 0.115
H -5.059 -0.150 1.099 0.112
H -4.233 -1.966 1.106 0.092
H -1.595 -2.520 2.553 0.024
H -2.824 -1.328 3.017 0.062
H -3.186 -3.053 3.088 0.098
H -2.115 -4.021 0.325 0.025
H -3.687 -4.340 1.043 0.091
H -3.595 -3.649 -0.568 0.071
H -4.223 -1.531 -1.176 0.104
H -2.956 0.816 -2.636 0.044
H -4.536 0.086 -2.883 0.091
H -4.212 1.000 -1.409 0.068
H -1.805 -1.287 -3.012 0.061
H -2.185 -2.782 -2.149 0.062
H -3.317 -2.126 -3.337 0.098
O 4.843 3.140 -1.476 -0.005
C 4.114 2.293 -1.066 -0.944
S 2.344 2.393 -1.062 0.961
C 2.030 0.839 -0.357 -0.868
C 3.160 0.072 -0.111 -1.151
S 2.841 -1.480 0.504 0.650
S 4.721 0.684 -0.493 1.032
S -0.730 1.459 -1.009 0.674
Cl 0.222 -3.141 0.679 0.698
C 0.492 -3.060 -1.056 -0.706
C 0.584 -1.769 -1.535 -0.432
C 0.819 -1.635 -2.901 -0.701
Cl 0.921 -0.043 -3.560 0.720
C 0.939 -2.744 -3.728 -0.697
Cl 1.219 -2.541 -5.404 0.731
C 0.813 -4.032 -3.188 -0.687
Cl 0.943 -5.405 -4.197 0.736
C 0.582 -4.205 -1.821 -0.708
Cl 0.414 -5.759 -1.125 0.736
```

Properties
Multiplicity: 1
Net charge: +1
LUMO, eV: -4.101
Energy relative to the best compared isomer or geometry (same formula, charge and spin), eV: 1.516
Gap between HOMO and LUMO, eV: 6.30

---

# 4
Molecular formula: C33H36F3N4O3RuSi
Method: DFT, wB97M-V/def2-TZVPD

```
81
Properties=species:S:1:pos:R:3:lowdin_spin:R:1
Ru 0.660 1.194 -0.016 2.557
C -4.560 -3.719 0.646 0.000
C -3.381 -4.116 1.493 0.000
C -3.377 -5.299 2.220 0.000
C -2.290 -5.671 3.002 0.000
C -1.172 -4.852 3.039 0.000
C -1.144 -3.672 2.310 0.000
C -2.251 -3.289 1.553 0.001
N -2.273 -2.094 0.796 0.005
C -1.340 -1.063 0.932 0.013
N -1.191 -0.632 2.202 0.003
C -0.247 0.265 2.786 0.001
C 0.582 1.079 2.024 0.009
C 1.478 1.892 2.727 0.012
C 1.543 1.899 4.110 0.002
C 0.683 1.087 4.839 0.000
C -0.221 0.262 4.190 0.000
C -1.150 -0.620 4.991 0.000
N -0.735 -0.568 -0.090 0.083
C -0.886 -1.207 -1.357 0.004
C -0.208 -2.394 -1.602 0.005
C -0.316 -3.021 -2.835 0.000
C -1.092 -2.446 -3.830 0.005
C -1.742 -1.243 -3.585 0.000
C -1.648 -0.598 -2.355 0.004
C -2.306 0.732 -2.110 0.001
H -5.400 -4.394 0.815 0.000
H -4.321 -3.752 -0.422 0.000
H -4.880 -2.700 0.873 0.000
H -4.253 -5.939 2.176 0.000
H -2.313 -6.596 3.565 0.000
H -0.304 -5.136 3.623 0.000
H -0.251 -3.059 2.308 0.000
H -2.586 -2.202 -0.157 0.000
H -1.800 -1.094 2.852 0.000
H 2.145 2.542 2.171 0.003
H 2.254 2.538 4.621 0.000
H 0.714 1.087 5.924 0.000
H -0.988 -0.463 6.056 0.000
H -0.992 -1.685 4.790 0.000
H -2.203 -0.396 4.788 0.000
H 0.428 -2.796 -0.820 0.000
H 0.222 -3.943 -3.021 0.000
H -1.170 -2.916 -4.803 0.000
H -2.323 -0.775 -4.373 0.000
H -2.880 1.043 -2.985 0.000
H -1.557 1.497 -1.894 0.002
H -2.979 0.694 -1.250 0.000
N -0.210 2.859 0.065 0.663
C 0.322 4.105 0.008 0.072
C -0.532 5.231 0.107 0.098
C -0.032 6.518 0.063 -0.007
C 1.336 6.745 -0.086 0.111
C 2.199 5.655 -0.195 -0.006
C 1.712 4.363 -0.149 0.110
H -1.595 5.049 0.219 0.005
H -0.711 7.359 0.145 -0.003
H 1.723 7.756 -0.119 0.008
H 3.263 5.820 -0.320 -0.003
H 2.383 3.517 -0.249 0.010
C 2.166 -0.500 -3.960 0.000
Si 1.682 1.223 -3.407 0.014
C 3.244 2.242 -3.277 0.004
C 0.627 1.941 -4.785 0.001
O 0.877 1.209 -2.020 0.107
H 2.763 -0.471 -4.881 0.000
H 1.274 -1.110 -4.146 0.000
H 2.757 -1.000 -3.183 0.000
H 3.819 2.236 -4.211 0.001
H 3.873 1.842 -2.473 0.000
H 3.001 3.282 -3.028 0.000
H 1.202 2.019 -5.718 0.000
H 0.261 2.940 -4.522 0.000
H -0.242 1.298 -4.975 0.000
F 4.552 -1.155 2.032 0.001
C 4.401 -0.977 0.704 0.003
F 5.344 -0.116 0.309 0.001
F 4.663 -2.154 0.114 0.001
C 2.961 -0.518 0.396 0.011
O 2.090 -1.374 0.535 0.005
O 2.842 0.706 0.087 0.082
```

Properties
Multiplicity: 5
Net charge: -1
LUMO (spin up / spin down), eV: 2.354 / 2.354
Gap between HOMO and LUMO (spin up / spin down), eV: 6.60 / 6.89

---

# 5
Molecular formula: C33H36F40O9S2
Method: DFT, wB97M-V/def2-TZVPD

```
120
Properties=species:S:1:pos:R:3:lowdin_spin:R:1
C 10.201 -2.788 4.206 0.000
C 11.014 -3.685 3.258 0.000
C 10.225 -4.983 3.293 0.000
S 8.488 -4.487 3.107 0.000
O 7.753 -5.271 4.148 0.000
O 8.092 -4.552 1.692 0.000
C 8.780 -2.731 3.635 0.000
H 10.529 -1.749 4.173 0.000
H 10.270 -3.072 5.256 0.000
H 11.989 -3.943 3.671 0.000
H 11.120 -3.138 2.321 0.000
H 10.445 -5.511 4.220 0.000
H 10.499 -5.667 2.490 0.000
H 8.121 -2.645 4.498 0.000
H 8.598 -2.003 2.844 0.000
C 16.698 -5.431 8.635 0.031
C 17.116 -6.026 7.281 0.026
C 15.928 -6.830 6.682 0.139
S 15.123 -7.649 8.114 0.106
O 15.810 -8.823 8.630 0.168
O 13.698 -7.717 7.876 0.304
C 15.503 -6.204 9.261 0.191
H 16.407 -4.404 8.413 0.007
H 17.533 -5.299 9.324 0.004
H 18.016 -6.633 7.380 0.001
H 17.468 -5.224 6.632 0.010
H 16.007 -7.624 5.939 0.004
H 15.238 -6.085 6.286 0.001
H 15.520 -6.671 10.246 0.004
H 14.625 -5.560 9.214 0.003
C 13.549 -1.093 5.335 0.000
C 13.949 -0.924 3.853 0.000
C 15.032 -1.999 3.502 0.000
F 14.892 -3.244 3.976 0.000
F 15.305 -2.078 2.193 0.000
F 12.873 -1.098 3.196 0.000
F 14.284 0.349 3.732 0.000
O 14.651 -0.916 6.298 0.000
C 14.714 -1.889 7.336 0.000
C 15.790 -1.603 8.378 0.000
F 15.686 -2.436 9.387 0.000
F 17.056 -1.599 7.890 0.000
F 13.504 -1.829 7.907 0.000
F 14.820 -3.164 6.826 0.000
H 12.903 -1.957 5.488 0.000
H 12.783 -0.340 5.523 0.000
H 15.976 -1.712 3.965 0.000
H 15.588 -0.631 8.829 0.000
C 8.960 -2.189 9.896 0.000
C 9.687 -1.914 8.563 0.000
C 8.944 -0.700 7.867 0.000
F 7.623 -0.905 7.723 0.000
F 9.207 0.398 8.573 0.000
F 10.916 -1.556 8.802 0.000
F 9.756 -3.004 7.828 0.000
O 9.302 -1.137 10.871 0.000
C 8.289 -0.775 11.843 0.000
C 8.852 0.145 12.915 0.000
F 9.214 1.278 12.353 0.000
F 8.034 0.593 13.914 0.000
F 7.367 -0.149 11.142 0.000
F 7.700 -1.862 12.338 0.000
H 9.271 -3.168 10.262 0.000
H 7.881 -2.102 9.773 0.000
H 9.313 -0.622 6.844 0.000
H 9.733 -0.346 13.330 0.000
C 20.933 1.757 3.481 0.000
C 22.386 2.166 3.775 0.000
C 22.478 3.736 3.558 0.000
F 21.468 4.298 4.278 0.000
F 23.634 4.186 3.932 0.000
F 22.655 1.858 5.026 0.000
F 23.191 1.405 3.020 0.000
O 20.818 0.306 3.393 0.000
C 19.608 -0.336 3.837 0.000
C 19.583 -1.854 3.578 0.000
F 20.625 -2.487 4.054 0.000
F 18.528 -2.440 4.169 0.000
F 19.504 -0.186 5.203 0.000
F 18.607 0.308 3.276 0.000
H 20.707 2.124 2.480 0.000
H 20.141 2.206 4.082 0.000
H 22.237 4.000 2.528 0.000
H 19.501 -2.113 2.522 0.000
C 22.533 -6.505 8.140 0.000
C 23.979 -6.774 8.685 0.000
C 24.925 -5.627 8.433 0.000
F 25.056 -5.342 7.139 0.000
F 24.643 -4.514 9.132 0.000
F 23.783 -7.027 9.998 0.000
F 24.321 -7.888 8.193 0.000
O 21.945 -5.205 8.414 0.000
C 20.913 -4.791 7.450 0.000
C 20.337 -3.373 7.666 0.000
F 19.372 -3.057 6.705 0.000
F 19.630 -3.210 8.816 0.000
F 21.395 -4.879 6.229 0.000
F 19.985 -5.736 7.536 0.000
H 21.908 -7.268 8.604 0.000
H 22.591 -6.847 7.107 0.000
H 25.843 -6.130 8.736 0.000
H 21.061 -2.558 7.707 0.000
C 17.245 2.840 -0.501 0.000
C 17.482 4.244 -1.077 0.000
C 18.800 4.500 -1.867 0.000
F 18.842 3.765 -2.950 0.000
F 18.948 5.816 -2.143 0.000
F 16.529 4.326 -2.002 0.000
F 17.248 5.167 -0.151 0.000
O 15.930 2.566 0.002 0.000
C 15.507 1.115 0.155 0.000
C 14.052 1.108 0.322 0.000
F 13.379 1.614 -0.684 0.000
F 13.490 -0.028 0.721 0.000
F 15.883 0.400 -0.905 0.000
F 16.079 0.544 1.195 0.000
H 17.978 2.855 0.306 0.000
H 17.528 2.109 -1.258 0.000
H 19.569 4.132 -1.189 0.000
H 13.840 1.774 1.159 0.000
```

Properties
Multiplicity: 2
Net charge: +1
LUMO (spin up / spin down), eV: -2.846 / -9.626
Gap between HOMO and LUMO (spin up / spin down), eV: 9.12 / 2.34

---

One value per record, in order, for molar mass: 551.3 946.9 1011.1 722.8 1400.7 g mol⁻¹.